C68H62BrGe2NO6PtS6 | ωB97M-V with the def2-TZVPD basis set

Cartesian coordinates (Å):
Pt: -1.72 0.70 -1.97
C: -1.50 -5.78 1.01
C: -1.56 -4.46 1.73
C: -0.53 -4.06 2.57
C: -0.57 -2.84 3.23
C: 0.57 -2.44 4.14
C: -1.67 -1.99 3.04
C: -2.72 -2.38 2.22
C: -3.95 -1.54 1.98
C: -2.64 -3.61 1.57
C: -1.70 -0.71 3.82
C: -2.41 -0.70 5.02
C: -2.45 0.44 5.81
C: -1.76 1.57 5.41
C: -1.04 1.58 4.22
C: -1.00 0.44 3.41
Ge: -0.30 0.50 1.55
S: -2.10 0.90 0.43
S: 0.94 -1.25 0.83
Ge: 1.74 0.35 -0.53
S: 0.56 1.02 -2.26
S: 1.34 1.96 1.06
C: 3.71 0.41 -1.00
C: 4.11 0.46 -2.35
C: 5.44 0.69 -2.68
C: 6.41 0.85 -1.71
C: 6.04 0.75 -0.39
C: 4.71 0.53 -0.01
C: 4.56 0.36 1.46
C: 4.51 -0.92 2.01
C: 4.39 -2.16 1.16
C: 4.59 -1.08 3.39
C: 4.76 0.00 4.24
C: 4.91 -0.19 5.72
C: 4.80 1.28 3.67
C: 4.70 1.48 2.31
C: 4.71 2.88 1.75
C: 3.22 0.18 -3.51
C: 2.81 1.20 -4.37
C: 3.10 2.65 -4.11
C: 2.02 0.87 -5.47
C: 1.64 -0.43 -5.74
C: 0.75 -0.76 -6.91
C: 2.09 -1.44 -4.88
C: 2.88 -1.15 -3.78
C: 3.33 -2.28 -2.88
C: -0.28 2.82 3.87
C: -0.85 3.86 3.15
C: -2.26 3.82 2.63
C: -0.07 4.98 2.86
C: 1.25 5.09 3.29
C: 2.08 6.30 2.95
C: 1.79 4.05 4.04
C: 1.04 2.92 4.33
C: 1.66 1.77 5.09
H: -0.94 -6.51 1.59
H: -1.00 -5.66 0.05
H: -2.49 -6.18 0.82
H: 0.33 -4.71 2.71
H: 1.30 -3.25 4.21
H: 0.21 -2.20 5.14
H: 1.09 -1.56 3.76
H: -3.95 -0.63 2.58
H: -4.85 -2.11 2.21
H: -3.99 -1.24 0.93
H: -3.46 -3.90 0.91
H: -2.94 -1.60 5.32
H: -3.02 0.44 6.73
H: -1.77 2.47 6.02
H: 5.71 0.72 -3.73
H: 7.44 1.02 -1.98
H: 6.79 0.83 0.39
H: 4.67 -1.97 0.12
H: 3.36 -2.52 1.16
H: 5.03 -2.95 1.55
H: 4.54 -2.08 3.81
H: 4.90 -1.25 5.98
H: 4.10 0.30 6.27
H: 5.85 0.24 6.07
H: 4.92 2.14 4.32
H: 4.91 3.60 2.55
H: 3.74 3.10 1.31
H: 5.47 3.00 0.98
H: 3.67 2.80 -3.19
H: 2.16 3.20 -4.01
H: 3.66 3.09 -4.94
H: 1.66 1.67 -6.11
H: 0.68 0.08 -7.59
H: -0.25 -1.00 -6.55
H: 1.13 -1.63 -7.45
H: 1.79 -2.46 -5.08
H: 3.38 -3.21 -3.45
H: 2.61 -2.42 -2.08
H: 4.31 -2.08 -2.45
H: -2.82 2.97 3.04
H: -2.27 3.71 1.55
H: -2.79 4.74 2.89
H: -0.50 5.78 2.27
H: 1.49 7.05 2.45
H: 2.91 6.02 2.29
H: 2.52 6.74 3.85
H: 2.82 4.11 4.37
H: 2.57 2.09 5.59
H: 1.91 0.96 4.39
H: 0.97 1.37 5.83
S: -1.79 0.54 -4.35
C: -1.67 2.21 -4.82
C: -1.50 2.52 -6.18
C: -1.40 3.82 -6.61
C: -1.47 4.87 -5.69
C: -1.64 4.57 -4.35
C: -1.74 3.25 -3.90
S: -1.99 2.99 -2.19
H: -1.45 1.69 -6.89
H: -1.26 4.04 -7.67
H: -1.38 5.90 -6.02
H: -1.70 5.37 -3.61
Br: -7.38 0.42 2.29
C: -7.36 0.33 0.39
C: -8.56 0.11 -0.28
C: -8.54 0.05 -1.67
C: -7.35 0.22 -2.36
C: -6.16 0.43 -1.68
C: -6.16 0.48 -0.29
C: -4.86 0.63 -2.46
O: -4.94 0.86 -3.66
O: -3.85 0.54 -1.69
H: -9.48 0.00 0.28
H: -9.47 -0.12 -2.20
H: -7.32 0.19 -3.44
H: -5.23 0.63 0.23
O: 0.21 -2.13 -2.31
C: -0.98 -2.29 -2.12
O: -1.91 -1.43 -1.92
C: -1.52 -3.71 -2.21
C: -0.68 -4.72 -2.69
C: -1.14 -6.02 -2.82
C: -2.44 -6.34 -2.46
C: -3.26 -5.33 -1.98
C: -2.83 -4.02 -1.86
N: -4.63 -5.68 -1.58
O: -5.34 -4.79 -1.14
O: -4.99 -6.84 -1.71
H: 0.33 -4.44 -2.95
H: -0.49 -6.79 -3.20
H: -2.82 -7.35 -2.53
H: -3.49 -3.25 -1.49

## Properties
E_LUMO, hartree: 0.1249
Net charge: -2
Molar mass, g/mol: 1601.849
Total energy, Eh: -12371.32520
Strongest force on any atom, eV Å⁻¹: 1.32